Computed, not measured: a structure of composition C38H27F2FeIN4O2S3, with wB97M-V/def2-TZVPD.

Last column: Löwdin spin population.
Geometry (Å):
1 Fe -0.0706 0.1859 1.2271  1.04
2 C 3.3732 2.4383 -0.2601  0.00
3 C 2.0571 2.0165 0.3140  0.00
4 N 1.8276 0.8184 0.7165  -0.01
5 N 2.8729 -0.0548 0.6462  0.00
6 C 2.6616 -1.0612 1.5009  0.00
7 O 1.6451 -1.1990 2.2036  0.03
8 C 3.7398 -2.0983 1.5644  0.00
9 C 3.6086 -3.1343 2.4820  0.00
10 C 4.5722 -4.1295 2.5536  0.00
11 C 5.6690 -4.0991 1.7029  0.00
12 C 5.8004 -3.0679 0.7814  0.00
13 C 4.8410 -2.0689 0.7137  0.00
14 C 1.0158 3.0159 0.6001  0.00
15 C 1.0549 4.3191 0.1081  0.00
16 C 0.1593 5.2490 0.6101  0.00
17 C -0.7284 4.8660 1.6021  0.00
18 C -0.7326 3.5320 1.9928  0.00
19 N 0.0841 2.6290 1.4763  0.00
20 H 3.4036 2.2403 -1.3361  0.00
21 H 3.5586 3.4984 -0.0917  0.00
22 H 4.1643 1.8467 0.1949  0.00
23 H 2.7380 -3.1378 3.1247  0.00
24 H 4.4653 -4.9334 3.2718  0.00
25 H 6.4190 -4.8793 1.7550  0.00
26 H 6.6517 -3.0453 0.1118  0.00
27 H 4.9254 -1.2586 0.0023  0.00
28 H 1.7790 4.6024 -0.6436  0.00
29 H 0.1694 6.2672 0.2410  0.00
30 H -1.4107 5.5712 2.0566  0.00
31 H -1.3962 3.1669 2.7699  0.00
32 F 1.4891 -4.2120 -1.3375  0.00
33 C 0.6002 -3.6064 -0.5158  0.00
34 C 0.7365 -2.2658 -0.2527  0.00
35 C -0.1749 -1.6374 0.5948  -0.06
36 C -1.2432 -2.3885 1.0978  -0.01
37 C -1.3180 -3.7462 0.8258  0.00
38 F -2.3406 -4.4850 1.3269  0.00
39 C -0.4089 -4.3934 0.0214  0.00
40 C -2.2569 -1.5699 1.7510  0.00
41 C -3.4547 -1.9736 2.3421  0.00
42 C -4.3553 -1.0112 2.7499  0.00
43 C -4.0705 0.3301 2.5396  0.00
44 C -2.8494 0.6555 1.9869  0.00
45 N -1.9609 -0.2667 1.6354  -0.02
46 H 1.5624 -1.7221 -0.6983  0.00
47 H -0.4860 -5.4494 -0.1901  0.00
48 H -3.6658 -3.0236 2.4614  0.00
49 H -5.2895 -1.3059 3.2120  0.00
50 H -4.7656 1.1112 2.8127  0.00
51 H -2.5562 1.6795 1.8137  0.00
52 O -0.6101 0.9051 -0.4297  0.01
53 C -1.3127 0.6823 -1.5969  0.00
54 C -0.2768 0.4791 -2.7158  0.00
55 C 0.8804 1.1931 -2.7969  0.00
56 C 1.6183 0.9418 -3.9824  0.00
57 C 0.9967 0.0454 -4.7971  0.00
58 S -0.4761 -0.4973 -4.1182  0.00
59 C -2.3604 -0.4337 -1.5909  0.00
60 C -2.2255 -1.7678 -1.8486  0.00
61 C -3.4321 -2.4987 -1.6874  0.00
62 C -4.4678 -1.7054 -1.2989  0.00
63 S -3.9904 -0.0744 -1.1582  0.00
64 C -2.0375 1.9919 -1.9614  0.00
65 C -2.0420 3.1395 -1.2355  0.00
66 C -2.7343 4.2061 -1.8758  0.00
67 C -3.2330 3.8456 -3.0880  0.00
68 S -2.8686 2.2122 -3.4570  0.00
69 H 1.1653 1.8910 -2.0242  0.00
70 H 2.5705 1.3984 -4.2140  0.00
71 H 1.3395 -0.3456 -5.7415  0.00
72 H -1.2860 -2.2272 -2.1114  0.00
73 H -3.5139 -3.5662 -1.8348  0.00
74 H -5.4867 -1.9964 -1.0983  0.00
75 H -1.5624 3.1951 -0.2748  0.00
76 H -2.8555 5.1914 -1.4467  0.00
77 H -3.8080 4.4440 -3.7766  0.00
78 I -0.1006 0.5355 3.9916  0.02

The energy relative to the best compared isomer or geometry (same formula, charge and spin) comes out at 65.44 kJ/mol. For the gap between HOMO and LUMO (spin up / spin down), the calculation gives 6.882 / 6.868 eV. Its multiplicity is 2. As for the total energy: -130330.233 eV. As for the charge: -1.

=====

Computed, not measured: an isolated molecule of C14H16N4O2 at a distorted geometry, with wB97M-V/def2-TZVPD.

Last column: natural (NBO) charge in e.
Geometry (Å):
1 O -5.7520 -0.9352 1.7610  -0.47
2 C -4.8035 -0.5579 2.4148  0.53
3 C -5.0176 0.3975 3.4164  0.01
4 N -4.0468 1.1135 3.9832  -0.33
5 C -2.6256 1.0939 3.3440  -0.21
6 C -2.3198 2.4647 2.7833  -0.15
7 C -1.1659 2.5634 1.9533  -0.20
8 C -0.6019 1.4456 1.2113  -0.09
9 C 0.5987 1.6325 0.4246  0.65
10 O 0.9118 2.6282 -0.1802  -0.56
11 N 1.4701 0.4867 0.3282  -0.62
12 C 2.4734 0.3747 -0.6318  -0.05
13 C 2.7603 -1.0264 -1.1477  -0.42
14 C 3.7450 -1.0584 -2.3300  -0.22
15 N 4.9857 -0.3862 -1.8891  -0.62
16 C 4.7538 1.0489 -1.5485  -0.26
17 C 3.9285 1.0252 -0.2519  -0.40
18 C -1.4199 0.3041 1.2889  -0.20
19 C -2.5961 0.1451 2.1187  0.32
20 N -3.5801 -0.6918 1.7673  -0.44
21 H -5.9861 0.4007 3.9194  0.22
22 H -1.8972 0.8495 4.0785  0.25
23 H -2.7312 3.1751 3.4772  0.24
24 H -0.7560 3.5014 1.6825  0.24
25 H 1.3549 -0.2819 1.0088  0.40
26 H 2.2254 0.9965 -1.5157  0.21
27 H 1.8771 -1.3564 -1.5780  0.21
28 H 3.1044 -1.7843 -0.4039  0.21
29 H 4.0792 -2.1155 -2.5387  0.20
30 H 3.4284 -0.6743 -3.2878  0.17
31 H 5.6889 -0.3784 -2.5269  0.35
32 H 4.4215 1.6529 -2.3863  0.18
33 H 5.7029 1.3979 -1.1547  0.21
34 H 4.3851 0.1938 0.4475  0.20
35 H 3.8787 1.8708 0.4179  0.22
36 H -1.4239 -0.4653 0.5950  0.23

The energy relative to the best compared isomer or geometry (same formula, charge and spin) comes out at 409.69 kJ/mol. For the gap between HOMO and LUMO, the calculation gives 7.163 eV. Its SMILES is O=C1C=N[C@@H]2C=CC(C(=O)NC3CCNCC3)=CC2=N1. As for the total energy: -24828.612 eV.

=====

Computed, not measured: a structure of composition C3H5P at a distorted geometry, with wB97M-V/def2-TZVPD.

Last column: natural (NBO) charge in e.
Geometry (Å):
1 C 0.5336 1.1616 0.8698  -0.50
2 C -0.1289 -0.1178 0.4436  -0.47
3 C 0.1493 0.1003 -1.0641  -0.69
4 P 1.1392 1.6691 -0.6625  0.58
5 H 0.7080 1.6312 1.7572  0.20
6 H 0.2988 -1.0488 0.7390  0.22
7 H -1.0725 -0.1497 0.8386  0.21
8 H 0.8089 -0.7394 -1.6938  0.22
9 H -0.6868 0.3225 -1.8168  0.23

The energy relative to the best compared isomer or geometry (same formula, charge and spin) comes out at 33.96 kJ/mol. For the gap between HOMO and LUMO, the calculation gives 9.463 eV. As for the total energy: -12478.286 eV.

=====

Computed, not measured: a structure of composition C3H9O2P at a distorted geometry, with wB97M-V/def2-TZVPD.

Last column: natural (NBO) charge in e.
Geometry (Å):
1 C -0.3910 1.1261 -0.0153  -0.68
2 C -0.8448 -1.2731 -0.8094  -0.66
3 C -0.2209 -0.3627 0.2064  0.22
4 O 3.9383 -0.2852 -0.2040  -1.09
5 O 1.5353 -0.6903 -0.0221  -0.93
6 P 2.6625 0.4271 -0.0959  1.81
7 H 0.0891 1.2609 -0.9861  0.23
8 H -1.5164 1.1629 -0.1215  0.24
9 H 0.1619 1.5442 0.8171  0.23
10 H -0.4612 -2.2619 -0.7027  0.26
11 H -0.9836 -0.7915 -1.7525  0.23
12 H -1.9454 -1.3181 -0.5297  0.22
13 H -0.1980 -0.5566 1.2473  0.20
14 H 2.4721 1.2283 -1.1750  -0.15
15 H 2.7172 1.4328 0.9417  -0.13

The energy relative to the best compared isomer or geometry (same formula, charge and spin) comes out at 129.25 kJ/mol. For the gap between HOMO and LUMO, the calculation gives 10.482 eV. As for the total energy: -16639.680 eV.

=====

Computed, not measured: a structure of composition C22H23MnN2S3, with wB97M-V/def2-TZVPD.

Last column: natural (NBO) charge in e.
Geometry (Å):
1 Mn 0.7512 0.7712 -0.4855  1.14
2 C -1.9924 2.0455 0.8016  -0.42
3 N -0.9572 1.1835 1.3846  -0.50
4 C -1.4671 -0.1463 1.7175  -0.22
5 C -1.9876 -0.8891 0.4989  -0.22
6 N -1.0092 -0.9478 -0.5979  -0.54
7 C -0.2124 -2.1857 -0.4900  -0.41
8 C -1.6696 -0.8767 -1.8961  0.17
9 C -2.5148 -1.9224 -2.2637  -0.26
10 C -3.1707 -1.9346 -3.4806  -0.24
11 C -2.9704 -0.8680 -4.3512  -0.21
12 C -2.1509 0.1791 -3.9855  -0.23
13 C -1.4841 0.2238 -2.7471  -0.17
14 S -0.5425 1.6526 -2.3634  -0.42
15 C -0.3769 1.8412 2.5396  0.07
16 C -1.1261 1.9756 3.7052  -0.18
17 C -0.6243 2.6330 4.8153  -0.28
18 C 0.6555 3.1726 4.7459  -0.21
19 C 1.4007 3.0478 3.5908  -0.22
20 C 0.9119 2.3830 2.4541  -0.14
21 S 1.9291 2.2626 1.0402  -0.40
22 H -2.8535 2.1506 1.4783  0.16
23 H -2.3216 1.6578 -0.1596  0.22
24 H -1.5599 3.0274 0.6181  0.23
25 H -2.2957 -0.0970 2.4402  0.17
26 H -0.6526 -0.7015 2.1894  0.21
27 H -2.8938 -0.4091 0.1316  0.21
28 H -2.2682 -1.9033 0.8131  0.19
29 H -0.8587 -3.0701 -0.4236  0.16
30 H 0.4185 -2.1417 0.3982  0.21
31 H 0.4404 -2.2789 -1.3516  0.24
32 H -2.6610 -2.7460 -1.5743  0.20
33 H -3.8175 -2.7604 -3.7478  0.20
34 H -3.4595 -0.8532 -5.3180  0.20
35 H -2.0044 1.0144 -4.6588  0.22
36 H -2.1275 1.5628 3.7434  0.19
37 H -1.2212 2.7270 5.7135  0.20
38 H 1.0736 3.6931 5.5996  0.20
39 H 2.3988 3.4644 3.5388  0.21
40 S 2.6575 -0.5224 -1.2107  -0.47
41 C 2.8180 -1.8845 -2.3002  -0.12
42 C 3.8722 -2.7900 -2.1406  -0.25
43 C 4.0173 -3.8722 -2.9941  -0.21
44 C 3.1168 -4.0868 -4.0306  -0.29
45 C 2.0673 -3.1930 -4.2025  -0.15
46 C 1.9198 -2.1068 -3.3536  -0.29
47 H 4.5768 -2.6238 -1.3354  0.21
48 H 4.8456 -4.5565 -2.8480  0.20
49 H 3.2304 -4.9370 -4.6916  0.20
50 H 1.3577 -3.3378 -5.0092  0.19
51 H 1.1069 -1.4036 -3.4994  0.22

For the gap between HOMO and LUMO (spin up / spin down), the calculation gives 6.996 / 7.119 eV. Its multiplicity is 6. As for the total energy: -89997.943 eV. As for the charge: -1.

=====

Computed, not measured: an isolated molecule of H5N3S2 at a distorted geometry, with wB97M-V/def2-TZVPD.

Last column: natural (NBO) charge in e.
Geometry (Å):
1 N 2.0671 1.6632 -0.4618  -0.63
2 N 0.6627 1.7146 -0.1955  -0.62
3 S 0.1455 0.8881 1.2500  0.13
4 S -0.2545 -1.4007 1.2880  0.26
5 N -1.8931 -1.3915 1.3654  -1.00
6 H 2.3461 0.7086 -0.4705  0.33
7 H 2.5075 1.8926 0.4778  0.34
8 H 0.0529 1.7144 -1.0435  0.39
9 H -2.1251 -0.8373 2.1687  0.40
10 H -2.4031 -1.4058 0.4489  0.40

The energy relative to the best compared isomer or geometry (same formula, charge and spin) comes out at 26.55 kJ/mol. For the gap between HOMO and LUMO, the calculation gives 8.838 eV. Its SMILES is NNSSN. As for the total energy: -26219.755 eV.